1.
{"formula": "C32H40ClMgN5O3P", "method": "wB97M-V/def2-TZVPD", "e_tot_ev": -74684.4904, "e_lumo_ev": -2.89, "total_charge": 1, "spin_multiplicity": 1, "elements": ["Mg", "Cl", "C", "C", "C", "C", "O", "C", "C", "N", "C", "C", "C", "C", "C", "C", "C", "C", "N", "C", "C", "H", "H", "H", "H", "H", "H", "H", "H", "H", "H", "C", "N", "C", "P", "O", "N", "C", "C", "N", "C", "C", "H", "H", "H", "H", "H", "H", "H", "H", "H", "H", "H", "H", "H", "H", "H", "H", "H", "H", "C", "C", "C", "C", "C", "C", "C", "O", "C", "C", "C", "H", "H", "H", "H", "H", "H", "H", "H", "H", "H", "H", "H"], "coordinates": [[1.05551, 1.17914, -0.72179], [4.80861, -3.93904, 2.20033], [4.29982, -2.50861, 1.35611], [4.79695, -2.24555, 0.07498], [4.37409, -1.14015, -0.61781], [3.39176, -0.25498, -0.10318], [2.95193, 0.71407, -0.83841], [2.95849, -0.50687, 1.24072], [2.12771, 0.43988, 1.94539], [1.29868, 1.21357, 1.34182], [0.70967, 2.33103, 1.95835], [0.23801, 2.39506, 3.24097], [-0.29262, 3.60185, 3.74629], [-0.32571, 4.72797, 2.97551], [0.14874, 4.69160, 1.64154], [0.18515, 5.82842, 0.80062], [0.67278, 5.71147, -0.46739], [1.08785, 4.44323, -0.92043], [1.06440, 3.36365, -0.17768], [0.63337, 3.47964, 1.11558], [3.43771, -1.62469, 1.94643], [5.52047, -2.92279, -0.36095], [4.76680, -0.91999, -1.60269], [2.27449, 0.52710, 3.02609], [0.27127, 1.51603, 3.87284], [-0.65931, 3.63029, 4.76343], [-0.70561, 5.66068, 3.37222], [-0.16392, 6.78092, 1.18031], [0.73316, 6.56000, -1.13362], [1.44156, 4.32597, -1.93892], [3.10388, -1.79731, 2.96302], [-4.44884, 2.71322, 0.11119], [-3.10649, 2.65450, -0.44433], [-2.61754, 3.93196, -0.94227], [-2.37065, 1.25308, -0.91109], [-0.89027, 1.47100, -0.90480], [-2.86028, 0.74626, -2.39680], [-4.21170, 1.03159, -2.85744], [-1.90823, 0.39447, -3.44283], [-2.87346, 0.12268, 0.16803], [-3.76661, -0.98711, -0.11827], [-2.60692, 0.35359, 1.58224], [-4.46103, 3.37864, 0.97763], [-4.77528, 1.72688, 0.43311], [-5.16947, 3.09472, -0.61921], [-2.64779, 4.67178, -0.13909], [-3.22764, 4.30268, -1.77272], [-1.58764, 3.82981, -1.27411], [-4.89253, 1.14087, -2.01464], [-4.57331, 0.20135, -3.46687], [-4.25484, 1.94461, -3.45964], [-0.98035, 0.04303, -3.00015], [-1.69469, 1.24324, -4.10016], [-2.32701, -0.41066, -4.04961], [-3.78808, -1.18727, -1.18580], [-4.78650, -0.78752, 0.22918], [-3.40741, -1.88258, 0.39339], [-1.84860, 1.12678, 1.70094], [-2.23392, -0.56665, 2.03672], [-3.50754, 0.66363, 2.12213], [1.94431, -6.69344, 1.24455], [1.73192, -5.42175, 0.48006], [0.86715, -4.43975, 0.94653], [0.68131, -3.24302, 0.27243], [-0.27682, -2.24151, 0.84985], [1.39575, -3.02663, -0.92733], [1.33558, -1.77140, -1.64017], [0.68053, -0.77934, -1.30934], [2.26124, -4.02839, -1.43003], [3.03559, -3.86453, -2.71283], [2.41283, -5.19989, -0.71508], [1.21929, -6.80275, 2.04888], [2.94335, -6.69995, 1.68431], [1.87014, -7.56034, 0.58752], [0.32315, -4.61200, 1.86799], [-0.77826, -2.67308, 1.71604], [-1.02358, -1.93045, 0.11885], [0.24162, -1.33378, 1.16160], [1.94630, -1.70126, -2.54813], [3.72892, -3.02344, -2.66212], [2.37765, -3.70640, -3.56850], [3.62006, -4.76113, -2.90824], [3.08089, -5.96592, -1.09127]]}



2.
{"formula": "C32H40N4O9P2SSc", "method": "wB97M-V/def2-TZVPD", "e_tot_ev": -108351.0368, "e_lumo_ev": 2.31, "total_charge": -1, "spin_multiplicity": 1, "elements": ["Sc", "C", "C", "C", "C", "C", "C", "C", "C", "C", "C", "H", "H", "H", "H", "H", "H", "H", "H", "H", "H", "H", "H", "H", "H", "H", "N", "C", "C", "P", "O", "O", "O", "P", "O", "O", "O", "H", "H", "H", "H", "H", "H", "H", "H", "O", "C", "O", "C", "C", "C", "C", "C", "C", "S", "H", "H", "H", "H", "C", "C", "C", "C", "C", "N", "C", "O", "N", "C", "C", "C", "C", "N", "C", "C", "C", "H", "H", "H", "H", "H", "H", "H", "H", "H", "H", "H", "H", "H"], "coordinates": [[-0.07622, -0.03536, -0.43975], [1.93610, -1.65210, -0.53005], [1.71986, -1.34862, 0.83113], [0.45826, -1.85797, 1.21371], [-0.09624, -2.51796, 0.09103], [0.81394, -2.38739, -0.98655], [0.71745, -3.06812, -2.32061], [-1.37555, -3.30127, 0.11958], [-0.19279, -1.71693, 2.55755], [2.69378, -0.65127, 1.72861], [3.17757, -1.34011, -1.30764], [-0.31441, -3.27462, -2.60638], [1.25040, -4.02451, -2.30496], [1.16109, -2.46417, -3.11517], [-1.63285, -3.69354, -0.86518], [-2.20328, -2.68836, 0.48510], [-1.28326, -4.15542, 0.79689], [0.00162, -0.72963, 2.98254], [0.17143, -2.46747, 3.26725], [-1.27581, -1.80557, 2.47700], [2.18079, -0.25042, 2.60494], [3.19465, 0.17385, 1.21562], [3.46820, -1.33854, 2.08409], [3.55362, -0.34215, -1.07985], [2.99110, -1.36244, -2.38177], [3.97373, -2.06116, -1.09249], [3.22155, 3.67338, 0.09546], [1.75427, 3.45158, -0.25223], [1.16657, 4.82452, -0.57890], [0.86437, 2.75669, 1.25827], [2.17680, 2.73520, 2.27378], [-0.12380, 3.73678, 1.72236], [0.55792, 1.28852, 1.09352], [1.90546, 2.41608, -1.83138], [1.03369, 3.18500, -2.92154], [3.35473, 2.59002, -2.17948], [1.38416, 1.01554, -1.64484], [3.39486, 4.64544, 0.33598], [3.72814, 3.36933, -0.78670], [3.45483, 3.10050, 0.91062], [1.22617, 5.47522, 0.29618], [0.11148, 4.70714, -0.81549], [1.67559, 5.27691, -1.43314], [2.20200, 1.88781, 2.73219], [0.07731, 3.12930, -2.68873], [-3.26809, -0.08544, 2.06319], [-2.83009, 0.40568, 1.03100], [-1.99482, -0.20068, 0.25132], [-3.35256, 1.76787, 0.59504], [-4.52404, 2.18544, 1.22889], [-5.13693, 3.38931, 0.93822], [-4.55201, 4.22650, -0.00553], [-3.39025, 3.83741, -0.63962], [-2.76349, 2.60830, -0.37065], [-1.30684, 2.24846, -1.27486], [-4.93569, 1.51902, 1.97525], [-6.04798, 3.67736, 1.44793], [-4.99912, 5.18439, -0.24638], [-2.92412, 4.49497, -1.36534], [-5.79954, 1.82601, -2.54031], [-5.00061, 1.59439, -3.79378], [-5.49869, 0.85035, -4.85785], [-4.71628, 0.58790, -5.97484], [-3.42350, 1.08448, -6.05640], [-2.62100, 0.71663, -7.17465], [-1.27166, 0.44583, -7.22061], [-0.64172, 0.58873, -8.25610], [-0.64259, -0.01142, -6.08092], [-1.19015, -0.52703, -4.88958], [-2.32255, -1.32729, -4.87386], [-2.85660, -1.68774, -3.65068], [-2.21398, -1.29767, -2.48947], [-1.06691, -0.61508, -2.50518], [-0.58139, -0.22088, -3.67913], [-2.93708, 1.88235, -5.02872], [-3.71315, 2.11593, -3.90797], [-6.75404, 1.29986, -2.57319], [-5.99486, 2.88847, -2.39029], [-5.24358, 1.48393, -1.66389], [-6.50015, 0.43876, -4.80157], [-5.09489, -0.04357, -6.77087], [-2.97069, 0.96392, -8.08640], [0.36119, 0.00741, -6.16172], [-2.79686, -1.62146, -5.80041], [-3.76932, -2.26469, -3.59366], [-2.60970, -1.52799, -1.51082], [0.32365, 0.37597, -3.64812], [-1.93073, 2.28078, -5.07827], [-3.29076, 2.68895, -3.09374]]}



Going through the records in order, we get ΔE to the lowest compared entry with this formula, charge and spin values of 0.615; 0.271 eV.